# C30H38CaCl3NO2PS2SeSi

A structure of composition C30H38CaCl3NO2PS2SeSi in a non-equilibrium geometry (ωB97M-V/def2-TZVPD, the OMol25 dataset).

For the energy above the lowest of the compared OMol25 structures with the same formula, charge and spin, the calculation gives 0.9 kcal per mole. As for the total charge: -1. The HOMO-LUMO gap comes out at 6.155 eV. The multiplicity is 1. The LUMO energy comes out at 1.5060 eV.

CARTESIAN COORDINATES (ANGSTROEM)
1 Ca 1.6405 -1.4078 0.3077
2 O -0.7602 0.3180 3.9819
3 S 0.1814 -0.7962 4.0450
4 O -0.3511 -2.0707 4.3908
5 N 1.2335 -0.9639 2.7765
6 C 2.5447 -0.6817 3.1646
7 S 3.9086 -1.0600 2.1967
8 C 2.6869 -0.3793 4.6211
9 C 3.8072 -0.1139 5.3727
10 C 3.6565 0.1839 6.7654
11 C 2.3772 0.0526 7.3643
12 C 1.2485 -0.2316 6.5814
13 C 1.4424 -0.3755 5.2174
14 H 4.7532 -0.1354 4.9300
15 H 4.6183 0.1674 7.3050
16 H 2.3107 0.1680 8.4779
17 H 0.2016 -0.2458 6.8855
18 Cl 4.1535 -1.7750 -3.4531
19 Si 4.3088 -1.5346 -1.3448
20 Cl 6.2923 -0.6155 -1.2400
21 Cl 4.6664 -3.5086 -0.8817
22 C 2.2439 2.6963 0.6330
23 C 1.7633 2.4558 -0.8246
24 C 1.2464 3.7697 -1.4558
25 C 3.0120 2.0828 -1.5935
26 P 0.4886 1.0328 -0.8884
27 C -0.9119 1.7649 -0.0977
28 C -1.8744 2.6320 -0.6813
29 C -2.9180 3.1803 0.0379
30 C -2.9273 2.9845 1.4074
31 C -2.0139 2.2309 2.1219
32 C -1.0916 1.5609 1.2807
33 C 0.0457 0.6538 -2.6518
34 C 1.0642 -0.3388 -3.1557
35 C -1.3646 -0.0539 -2.5622
36 C -0.0283 1.7913 -3.7413
37 H 2.9597 3.4847 0.5797
38 H 2.6345 1.7515 0.9071
39 H 1.3367 2.9571 1.2424
40 H 2.0492 4.4858 -1.5334
41 H 0.4642 4.2468 -0.8654
42 H 0.9732 3.7041 -2.4676
43 H 3.8402 2.6322 -1.1914
44 H 2.9735 2.3570 -2.6685
45 H 3.3275 1.0180 -1.4339
46 H -1.9155 2.7342 -1.7632
47 H -3.7289 3.7340 -0.4924
48 H -3.7159 3.5340 2.0022
49 H -2.2098 1.9997 3.1651
50 H -0.4153 0.8893 1.8410
51 H 1.0988 -1.2645 -2.5566
52 H 2.0901 0.0462 -3.0345
53 H 0.9813 -0.5012 -4.1982
54 H -1.2143 -0.9446 -1.9556
55 H -1.6785 -0.4332 -3.5294
56 H -2.2374 0.4605 -2.2354
57 H 0.9493 2.1285 -4.0500
58 H -0.5927 2.6290 -3.3183
59 H -0.5461 1.3082 -4.5233
60 C -5.2927 -1.5509 -2.6717
61 C -4.0699 -2.1596 -2.1094
62 C -3.7649 -2.0719 -0.7669
63 C -2.5491 -2.5354 -0.2128
64 C -2.2749 -2.3453 1.1850
65 C -1.6533 -3.2602 -1.0023
66 Se 0.1418 -3.6520 -0.5893
67 C -2.0145 -3.4457 -2.3607
68 C -1.0371 -4.1354 -3.3180
69 C -3.1011 -2.8315 -2.8874
70 H -5.3489 -0.5635 -2.2344
71 H -6.1879 -2.0413 -2.4476
72 H -5.2637 -1.4174 -3.7529
73 H -4.5043 -1.7521 -0.0462
74 H -1.3164 -1.8047 1.3461
75 H -2.1016 -3.3288 1.7100
76 H -3.1126 -1.7395 1.6619
77 H -1.0855 -3.7273 -4.3122
78 H -1.2592 -5.1987 -3.3628
79 H 0.0500 -3.9479 -3.1010
80 H -3.3333 -2.8853 -3.9405



# C2H6NO2

The ion C2H6NO2 with charge +1 in a non-equilibrium geometry (ωB97M-V/def2-TZVPD, the OMol25 dataset).

For the energy above the lowest of the compared OMol25 structures with the same formula, charge and spin, the calculation gives 24.2 kcal per mole. As for the total charge: +1. The HOMO-LUMO gap comes out at 12.048 eV. The multiplicity is 1. The LUMO energy comes out at -4.1551 eV.

CARTESIAN COORDINATES (ANGSTROEM)
1 O -0.4312 1.5287 0.6682
2 C 0.4624 0.7620 0.5513
3 O 1.7332 0.5827 1.0887
4 C 0.3297 -0.2053 -0.5443
5 N -1.0726 -0.7631 -0.3426
6 H 1.8924 1.4768 1.5412
7 H 1.0013 -1.0643 -0.6377
8 H 0.3469 0.3892 -1.5186
9 H -1.0949 -1.7420 -0.3042
10 H -1.7169 -0.6211 -1.1027
11 H -1.4504 -0.3435 0.6006



# C34H27N3O2P2PtSe2

A structure of composition C34H27N3O2P2PtSe2 (ωB97M-V/def2-TZVPD, the OMol25 dataset).

For the energy above the lowest of the compared OMol25 structures with the same formula, charge and spin, the calculation gives 0.0 kcal per mole. The HOMO-LUMO gap comes out at 7.907 eV. The multiplicity is 1. The LUMO energy comes out at 0.0699 eV.

CARTESIAN COORDINATES (ANGSTROEM)
1 Pt -2.7499 0.9113 -0.7027
2 Se 2.8076 -2.0840 1.5468
3 P 2.8649 -0.5905 0.0644
4 C 3.5949 0.9755 0.6251
5 C 4.6824 0.9290 1.4929
6 C 5.2818 2.1039 1.9160
7 C 4.7901 3.3303 1.4859
8 C 3.6979 3.3802 0.6323
9 C 3.1008 2.2042 0.1980
10 C 3.8142 -1.0527 -1.4094
11 C 4.1902 -0.0883 -2.3427
12 C 4.9073 -0.4596 -3.4671
13 C 5.2501 -1.7909 -3.6655
14 C 4.8765 -2.7512 -2.7384
15 C 4.1592 -2.3835 -1.6088
16 C 1.2461 -0.1214 -0.5584
17 C 0.0144 0.0410 0.0563
18 N -0.8154 0.4789 -0.9246
19 N -0.1454 0.5875 -2.0556
20 N 1.0955 0.2252 -1.8550
21 P -0.6849 -0.0545 1.6890
22 Se -2.3320 1.3625 1.6480
23 C -1.2229 -1.7390 2.0057
24 C -2.1217 -1.9692 3.0463
25 C -2.5358 -3.2607 3.3216
26 C -2.0660 -4.3171 2.5500
27 C -1.1859 -4.0844 1.5046
28 C -0.7582 -2.7937 1.2289
29 C 0.5078 0.4434 2.9356
30 C 1.0248 1.7362 2.8598
31 C 1.9487 2.1627 3.7971
32 C 2.3459 1.3047 4.8147
33 C 1.8244 0.0222 4.8952
34 C 0.9088 -0.4157 3.9517
35 H 5.0427 -0.0300 1.8454
36 H 6.1292 2.0644 2.5882
37 H 5.2562 4.2478 1.8224
38 H 3.3085 4.3340 0.3004
39 H 2.2467 2.2465 -0.4682
40 H 3.9173 0.9477 -2.1969
41 H 5.1964 0.2903 -4.1917
42 H 5.8121 -2.0778 -4.5451
43 H 5.1455 -3.7884 -2.8902
44 H 3.8732 -3.1214 -0.8698
45 H -2.5046 -1.1365 3.6248
46 H -3.2320 -3.4438 4.1292
47 H -2.3959 -5.3260 2.7622
48 H -0.8269 -4.9070 0.9007
49 H -0.0636 -2.6105 0.4204
50 H 0.7009 2.4023 2.0687
51 H 2.3608 3.1606 3.7322
52 H 3.0701 1.6383 5.5469
53 H 2.1438 -0.6466 5.6832
54 H 0.5280 -1.4278 3.9905
55 C -6.9712 1.6350 -0.7482
56 C -5.6159 1.2668 -1.2935
57 O -4.7005 1.3217 -0.4355
58 C -5.4547 0.9035 -2.6674
59 C -6.6084 0.8969 -3.5030
60 C -6.5542 0.5697 -4.8226
61 C -5.3060 0.2246 -5.3865
62 C -4.1748 0.2169 -4.6304
63 C -4.1961 0.5538 -3.2441
64 O -3.0589 0.5094 -2.6439
65 H -6.8660 1.8568 0.3097
66 H -7.6804 0.8179 -0.8780
67 H -7.3685 2.5097 -1.2637
68 H -7.5638 1.1632 -3.0738
69 H -7.4488 0.5750 -5.4292
70 H -5.2464 -0.0372 -6.4360
71 H -3.2100 -0.0419 -5.0451



# C24H52FN6O14SZr

A structure of composition C24H52FN6O14SZr in a non-equilibrium geometry (ωB97M-V/def2-TZVPD, the OMol25 dataset).

For the energy above the lowest of the compared OMol25 structures with the same formula, charge and spin, the calculation gives 0.0 kcal per mole. As for the total charge: +3. The HOMO-LUMO gap comes out at 6.080 eV. The multiplicity is 1. The LUMO energy comes out at -9.2336 eV.

CARTESIAN COORDINATES (ANGSTROEM)
1 Zr 0.5880 -0.5443 3.2914
2 C -0.5379 -0.6120 0.0703
3 O -0.1851 -0.5458 1.4162
4 H -0.4501 -1.6434 -0.2635
5 H -1.5554 -0.2190 -0.0640
6 H 0.1162 0.0560 -0.5088
7 C 0.4410 -2.4060 -3.2407
8 C 0.0768 -1.4445 -4.3375
9 O -0.4629 -0.4310 -4.0340
10 N 0.4357 -1.7807 -5.6052
11 C 0.2237 -0.9087 -6.7800
12 H 1.3720 -2.9551 -3.4062
13 H -0.3701 -3.1030 -3.0475
14 H 0.6550 -1.7825 -2.3706
15 H 0.8773 -2.6680 -5.7263
16 H 1.1860 -0.7726 -7.2815
17 H -0.1279 0.0503 -6.4358
18 H -0.4544 -1.3466 -7.5056
19 C -1.8975 -3.4766 1.9277
20 C -0.9500 -3.4994 3.0521
21 O -0.3290 -2.4518 3.4356
22 N -0.7786 -4.5891 3.6752
23 C 0.2385 -4.8149 4.7455
24 H -2.2994 -4.4689 1.7619
25 H -1.3360 -3.0464 1.0920
26 H -2.7713 -2.8510 2.1144
27 H -1.0948 -5.3936 3.1519
28 H 0.3074 -5.8816 4.8956
29 H -0.0519 -4.3166 5.6655
30 H 1.2124 -4.4285 4.4333
31 C 3.3630 -0.5671 -0.0337
32 C 3.1946 0.2530 1.1666
33 O 2.3289 -0.0649 2.0334
34 N 3.9463 1.2552 1.3561
35 C 5.0767 1.6425 0.5631
36 H 2.4855 -1.1432 -0.2929
37 H 4.2367 -1.2266 0.0335
38 H 3.6319 0.0913 -0.8695
39 H 3.6409 1.9133 2.0620
40 H 4.7925 2.3715 -0.1974
41 H 5.4838 0.7780 0.0644
42 H 5.8057 2.1229 1.2019
43 C 0.0756 -5.4522 -0.5819
44 C 1.1964 -4.5355 -0.3007
45 O 1.0838 -3.5763 0.4957
46 N 2.2613 -4.6104 -1.0961
47 C 2.6525 -5.6682 -2.0628
48 H -0.4000 -5.7239 0.3634
49 H 0.2737 -6.3589 -1.1371
50 H -0.6764 -4.8734 -1.1313
51 H 2.9650 -3.9351 -0.8406
52 H 2.5139 -6.6580 -1.6237
53 H 3.7124 -5.6105 -2.2823
54 H 2.1018 -5.5846 -2.9997
55 C -3.6705 -1.0103 4.5256
56 C -2.8646 -0.1255 3.6568
57 O -1.6175 -0.1100 3.7314
58 N -3.5131 0.7420 2.9029
59 C -2.8239 1.8137 2.0731
60 H -4.2955 -0.3532 5.1352
61 H -3.0144 -1.5234 5.2112
62 H -4.2758 -1.6719 3.9191
63 H -4.5137 0.8038 3.0176
64 H -2.0298 1.4204 1.4602
65 H -2.5652 2.6821 2.7010
66 H -3.5614 2.2779 1.4082
67 C -0.5289 3.1977 4.9891
68 C 0.0269 2.8215 3.6675
69 O 0.4456 1.5341 3.4221
70 N -0.0487 3.7480 2.7332
71 C 0.3787 3.7027 1.3464
72 H -0.3189 2.4416 5.7411
73 H -1.6178 3.2876 4.9367
74 H -0.1392 4.1518 5.3400
75 H -0.5210 4.6020 2.9953
76 H -0.1882 2.9937 0.7401
77 H 1.4339 3.5060 1.2434
78 H 0.1723 4.6966 0.9670
79 C 1.0369 4.2459 -3.5805
80 C 1.9271 3.5373 -2.4894
81 O 1.8400 4.3936 -1.3966
82 C 1.4694 5.6765 -1.8397
83 O 1.5082 6.5932 -1.1498
84 O 1.0393 5.6273 -3.1354
85 F 3.2703 3.4296 -2.8831
86 H 0.0133 3.9116 -3.4610
87 H 1.4538 4.2709 -4.5709
88 H 1.4828 2.5519 -2.3167
89 C -3.7217 2.4971 -2.4868
90 C -2.7527 2.8664 -3.5851
91 O -2.6550 4.2861 -3.4628
92 S -2.6715 4.6857 -1.9461
93 O -3.4756 5.8005 -1.7722
94 O -1.3524 4.7181 -1.4717
95 O -3.3594 3.3624 -1.3960
96 H -3.7203 1.4521 -2.1964
97 H -4.7480 2.7788 -2.7468
98 H -3.0217 2.6306 -4.6028
99 H -1.7356 2.4915 -3.3864



Q: Which value of multiplicity does entry 4 give?
A: 1